Below is C6H8KLiO3 as an isolated structure at a distorted geometry, with properties calculated with wB97M-V/def2-TZVPD.

For the HOMO energy (spin up / spin down), the calculation gives -1.5 / -3.2 eV. The max |F| is 4.3 eV/A. As for the spin multiplicity: 2. The expectation value of S² is 0.7501. The calculation puts the energy above the lowest of the compared OMol25 structures with the same formula, charge and spin at 19.65 kcal/mol. The total energy is -29022.6854 eV. Its total charge is -1. The value obtained for the LUMO energy (spin up / spin down) is 1.991 / 2.064 eV.

CARTESIAN COORDINATES (ANGSTROEM)
C (3.6209, 0.2965, 0.5792)
C (3.4357, 1.6253, 0.2365)
O (2.2967, 2.1486, -0.1171)
H (2.9482, -0.1246, 1.3379)
H (4.6225, -0.1353, 0.5050)
H (4.3459, 2.1882, -0.0596)
O (1.0505, -0.6409, -0.7408)
Li (0.8061, 1.1986, -0.6742)
C (0.2308, -1.2397, 0.2217)
C (-1.1817, -1.4244, -0.2666)
C (-2.1502, -0.4296, -0.1018)
C (-3.3852, -0.3529, -0.7545)
O (-4.2879, 0.5559, -0.5364)
K (-6.2555, 2.1780, 0.5317)
H (0.2114, -0.6087, 1.1415)
H (0.6414, -2.2247, 0.5365)
H (-1.3923, -2.2535, -0.9538)
H (-1.9331, 0.3789, 0.6133)
H (-3.6241, -1.1356, -1.4985)

Here are the Mulliken charges for atoms 1 to 2, given in e: number 1, C, carries -0.75; number 2, C, carries 0.17

---

Below is C2H3N4 as an isolated structure at a distorted geometry, with properties calculated with wB97M-V/def2-TZVPD.

For the HOMO energy (spin up / spin down), the calculation gives -17.6 / -17.6 eV. The max |F| is 4.6 eV/A. The calculation puts the energy above the lowest of the compared OMol25 structures with the same formula, charge and spin at 105.70 kcal/mol. The total energy is -8067.0039 eV. Its total charge is +1. The value obtained for the LUMO energy (spin up / spin down) is -9.925 / -9.922 eV.

CARTESIAN COORDINATES (ANGSTROEM)
C (2.0771, -1.3252, 0.9042)
C (0.0350, -0.0138, 0.0778)
N (2.7588, -0.0949, 2.1239)
N (1.6805, 0.5626, 1.6851)
N (3.1013, -1.2565, 1.7489)
N (1.1868, -0.2518, 0.8141)
H (0.1398, 1.0643, -0.0879)
H (0.1058, -0.3413, -0.9365)
H (-1.0269, -0.0194, 0.5173)

Here are the Mulliken charges for atoms 1 to 2, given in e: number 1, C, carries 0.39; number 2, C, carries -0.69

---

Below is an isolated molecule of C26H25NO5, with properties calculated with wB97M-V/def2-TZVPD.

For the HOMO energy, the calculation gives -8.8 eV. The max |F| is 0.7 eV/A. The calculation puts the energy above the lowest of the compared OMol25 structures with the same formula, charge and spin at 0.00 kcal/mol. The total energy is -39097.3555 eV. As for the SMILES: Cc1ccc(C)c(C(=O)COC(=O)c2ccccc2N2C(=O)[C@@H]3[C@H]4CC[C@H](C4)[C@@H]3C2=O)c1. The value obtained for the LUMO energy is 0.416 eV.

CARTESIAN COORDINATES (ANGSTROEM)
C (2.9614, 3.0347, -0.3649)
C (2.8568, 1.6904, 0.2946)
C (2.8803, 0.5308, -0.4691)
C (2.8693, -0.7267, 0.1257)
C (2.8201, -0.8477, 1.5192)
C (2.7367, 0.3176, 2.2688)
C (2.7630, 1.5656, 1.6743)
H (2.7206, 2.4538, 2.2889)
H (2.6682, 0.2446, 3.3442)
C (2.8523, -2.1865, 2.1771)
H (3.8122, -2.6670, 1.9929)
H (2.6998, -2.0933, 3.2490)
H (2.0819, -2.8341, 1.7634)
C (3.0254, -1.9156, -0.7493)
O (3.9384, -2.6952, -0.6599)
C (2.0052, -2.0435, -1.8907)
H (2.1464, -1.2348, -2.6109)
H (2.1767, -3.0097, -2.3793)
O (0.6413, -1.9523, -1.4917)
C (0.2491, -2.8952, -0.6125)
O (1.0236, -3.6299, -0.0578)
C (-1.2268, -3.0268, -0.5131)
C (-1.7214, -4.3166, -0.3332)
C (-3.0814, -4.5581, -0.3328)
C (-3.9672, -3.5067, -0.5059)
C (-3.4938, -2.2144, -0.6418)
C (-2.1269, -1.9686, -0.6447)
N (-1.6664, -0.6348, -0.6943)
C (-2.1382, 0.3184, -1.5844)
O (-2.9362, 0.1091, -2.4575)
C (-1.4852, 1.6366, -1.2327)
H (-0.9808, 2.0391, -2.1118)
C (-0.5796, 1.3319, -0.0375)
C (-0.7487, -0.1432, 0.2260)
O (-0.2358, -0.7996, 1.0916)
H (0.4781, 1.5486, -0.1793)
C (-1.1847, 2.1804, 1.0967)
H (-0.8778, 1.8460, 2.0852)
C (-2.6779, 2.1169, 0.7733)
H (-3.2707, 2.7863, 1.3933)
H (-3.0959, 1.1130, 0.8320)
C (-2.5086, 2.6341, -0.6561)
H (-3.4098, 2.7181, -1.2598)
C (-1.7756, 3.9597, -0.4179)
H (-1.2091, 4.2732, -1.2936)
H (-2.4897, 4.7481, -0.1819)
C (-0.8677, 3.6483, 0.7909)
H (0.1868, 3.7948, 0.5671)
H (-1.1215, 4.2752, 1.6453)
H (-4.1803, -1.3899, -0.7536)
H (-5.0310, -3.6884, -0.5179)
H (-3.4505, -5.5637, -0.2023)
H (-1.0128, -5.1212, -0.2080)
H (2.9548, 0.6151, -1.5448)
H (3.9951, 3.2218, -0.6567)
H (2.6569, 3.8277, 0.3145)
H (2.3517, 3.0835, -1.2662)

Here are the Mulliken charges for atoms 1 to 2, given in e: number 1, C, carries -1.68; number 2, C, carries 0.58

---

Below is C50H62BrCl3N8NaO8P2S as an isolated structure at a distorted geometry, with properties calculated with wB97M-V/def2-TZVPD.

For the HOMO energy, the calculation gives -3.9 eV. The max |F| is 1.9 eV/A. The calculation puts the energy above the lowest of the compared OMol25 structures with the same formula, charge and spin at 0.00 kcal/mol. The total energy is -222604.4800 eV. Its total charge is -1. The value obtained for the LUMO energy is 1.810 eV.

CARTESIAN COORDINATES (ANGSTROEM)
Na (1.2812, -0.2749, 0.6146)
O (-0.8559, -0.7974, 4.7171)
C (-2.0089, -0.9254, 4.1411)
C (-3.2324, -0.7626, 4.8457)
C (-4.4595, -0.9078, 4.2204)
C (-4.5538, -1.2167, 2.8612)
C (-3.3683, -1.3653, 2.1473)
C (-2.1241, -1.2304, 2.7483)
C (-0.8718, -1.3804, 1.9161)
O (0.2488, -0.7678, 2.4781)
N (-0.6079, -2.8339, 1.7414)
N (0.4725, -3.1742, 1.0660)
C (0.6002, -4.3922, 0.6804)
C (1.7770, -4.8605, -0.0463)
Br (3.1327, -3.5655, -0.3446)
C (1.9846, -6.0769, -0.5601)
C (1.1289, -7.2757, -0.3937)
C (1.0362, -8.1860, -1.4494)
C (0.2711, -9.3382, -1.3457)
C (-0.4164, -9.6186, -0.1719)
C (-0.3115, -8.7395, 0.8975)
C (0.4567, -7.5873, 0.7911)
H (0.0458, -0.7628, 3.4829)
H (-3.1678, -0.5230, 5.9024)
H (-5.3671, -0.7750, 4.8014)
H (-5.5146, -1.3234, 2.3729)
H (-3.4105, -1.6020, 1.0848)
H (-1.0356, -0.9602, 0.9203)
H (-1.4140, -3.4463, 1.7342)
H (-0.1885, -5.1131, 0.8705)
H (2.8627, -6.2098, -1.1805)
H (1.5692, -7.9724, -2.3706)
H (0.2089, -10.0188, -2.1860)
H (-1.0158, -10.5169, -0.0872)
H (-0.8212, -8.9559, 1.8284)
H (0.5638, -6.9381, 1.6498)
C (4.1292, 2.4951, -2.8444)
N (3.0707, 1.5525, -2.5407)
C (1.8747, 1.6531, -3.3670)
P (3.3144, 0.2532, -1.5688)
O (2.0592, -0.4875, -1.3432)
O (4.1507, 0.9224, -0.3535)
P (4.1012, 0.4728, 1.2086)
O (3.1148, -0.5706, 1.5402)
N (5.6351, -0.1999, 1.3534)
C (6.7549, 0.7221, 1.3159)
C (5.8258, -1.3098, 2.2849)
N (4.1058, 1.8860, 2.0316)
C (4.1319, 3.1930, 1.3801)
C (3.4406, 1.8763, 3.3458)
N (4.4742, -0.7691, -2.1623)
C (4.0702, -1.6793, -3.2315)
C (5.8991, -0.4874, -2.1433)
H (4.4128, 2.4453, -3.9009)
H (5.0182, 2.2981, -2.2474)
H (3.8034, 3.5166, -2.6296)
H (2.0947, 1.4327, -4.4184)
H (1.4721, 2.6684, -3.3091)
H (1.1053, 0.9736, -3.0078)
H (6.5721, 1.5405, 0.6163)
H (7.6546, 0.1977, 0.9842)
H (6.9566, 1.1681, 2.2987)
H (4.9279, -1.9213, 2.3340)
H (6.0682, -0.9576, 3.2975)
H (6.6543, -1.9362, 1.9429)
H (4.3957, 3.0997, 0.3294)
H (4.8705, 3.8347, 1.8697)
H (3.1507, 3.6670, 1.4325)
H (3.0761, 0.8813, 3.6028)
H (2.5752, 2.5471, 3.3177)
H (4.1245, 2.2146, 4.1295)
H (3.0013, -1.8809, -3.1824)
H (4.5882, -2.6333, -3.1149)
H (4.3188, -1.2703, -4.2204)
H (6.1618, 0.1271, -1.2879)
H (6.2366, 0.0092, -3.0639)
H (6.4486, -1.4281, -2.0539)
Cl (-6.5666, -5.1501, -3.5414)
C (-6.1747, -3.4836, -3.2195)
C (-4.9716, -2.9621, -3.6455)
C (-4.6721, -1.6382, -3.3596)
C (-5.5398, -0.8079, -2.6514)
C (-5.2012, 0.6328, -2.2808)
C (-3.8931, 1.1775, -2.8298)
N (-2.7276, 0.3833, -2.5094)
C (-1.7460, -0.0133, -3.4017)
C (-0.9584, -0.8860, -2.7031)
N (-1.4381, -1.0319, -1.4220)
C (-2.4917, -0.2688, -1.3478)
O (-5.1801, 0.7254, -0.8601)
C (-5.7602, 1.8631, -0.2281)
C (-4.9679, 3.1300, -0.4061)
C (-3.8843, 3.4707, 0.3544)
Cl (-3.2131, 2.5541, 1.6344)
S (-3.1751, 4.9530, -0.1281)
C (-4.3446, 5.1683, -1.3552)
C (-5.2265, 4.1349, -1.3929)
C (-6.7608, -1.3725, -2.2771)
Cl (-8.0127, -0.4249, -1.5090)
C (-7.0838, -2.6927, -2.5424)
H (-4.2604, -3.5831, -4.1743)
H (-3.7113, -1.2688, -3.6921)
H (-5.9885, 1.2660, -2.7098)
H (-3.7547, 2.1831, -2.4498)
H (-3.9810, 1.2362, -3.9146)
H (-1.7091, 0.3587, -4.4137)
H (-0.0671, -1.4024, -3.0317)
H (-3.1012, -0.1052, -0.4678)
H (-5.7951, 1.5907, 0.8228)
H (-6.7848, 2.0118, -0.5779)
H (-4.3127, 6.0449, -1.9858)
H (-6.0480, 4.0776, -2.0985)
H (-8.0391, -3.0904, -2.2295)
C (0.3137, 7.4572, 2.9423)
C (0.3355, 6.0754, 2.3307)
C (0.0468, 4.9503, 3.0853)
C (0.0695, 3.6625, 2.5391)
C (-0.3148, 2.4766, 3.3926)
C (0.4135, 3.5116, 1.1991)
C (0.6987, 4.6354, 0.4092)
C (1.0574, 4.4620, -1.0472)
C (0.6507, 5.8981, 0.9825)
C (0.5467, 2.1257, 0.5878)
O (-0.4703, 1.4882, 0.2738)
O (1.7456, 1.7364, 0.4286)
H (-0.0250, 7.4222, 3.9791)
H (-0.3555, 8.1253, 2.3931)
H (1.3075, 7.9135, 2.9317)
H (-0.2115, 5.0675, 4.1359)
H (0.1043, 2.5564, 4.3996)
H (-0.0088, 1.5214, 2.9698)
H (-1.4024, 2.4268, 3.5028)
H (0.2125, 4.0484, -1.6053)
H (1.8846, 3.7531, -1.1556)
H (1.3380, 5.4147, -1.4993)
H (0.8703, 6.7696, 0.3673)

Here are the Mulliken charges for atoms 1 to 2, given in e: number 1, Na, carries 1.23; number 2, O, carries -0.98